Entry 1:
The following is a quantum chemistry calculation of a cluster of 2 separate species, CH3O2S2 in total in a non-equilibrium geometry, from the OMol25 dataset.

XYZ file:
```
8
Properties=species:S:1:pos:R:3:forces:R:3:lowdin_charge:R:1
S 0.1690 -0.7672 -0.4374 -1.217 0.145 0.469 0.5968
S -1.5159 1.1291 1.0940 -0.189 -0.478 0.055 0.3910
O 1.4971 -1.1068 -0.9270 0.900 0.436 -0.035 -0.5679
O -0.3392 0.2705 -1.7241 -0.562 -0.242 -0.325 -0.4235
C 0.0034 0.4967 0.8544 0.196 -0.748 0.375 -1.0103
H 0.7397 -1.2992 1.4404 -0.810 1.042 -0.194 0.0277
H 0.7668 1.0309 1.3991 0.856 -0.311 -0.532 -0.0193
H -1.3209 0.2461 -1.6994 0.826 0.156 0.187 0.0055
```
Forces are in eV/Å.

Output
- E_LUMO (spin up / spin down): 3.578 / 3.578 eV
- ΔE to the lowest compared entry with this formula, charge and spin: 95.75 kcal per mole
- Maximum force: 0.026 hartree/bohr
- HOMO level (spin up / spin down): -3.39 / -3.38 eV
- HOMO-LUMO gap (spin up / spin down): 6.96 / 6.96 eV
- 2S+1: 1
- Charge: -1

---

Entry 2:
The following is a quantum chemistry calculation of a cluster of 2 separate species, CH3O3S in total in a non-equilibrium geometry, from the OMol25 dataset.

XYZ file:
```
8
Properties=species:S:1:pos:R:3:forces:R:3:lowdin_charge:R:1
S 2.1680 0.6766 -0.2742 -1.826 0.400 0.529 0.5099
O -0.7342 -1.0477 -0.0040 0.118 -0.868 0.020 -0.0748
O 1.7970 -0.9635 -0.1803 0.499 0.464 -0.082 -0.6525
O -0.9680 1.1601 0.0605 1.517 2.779 -0.077 -0.0990
C -1.3514 0.0140 0.1436 -2.121 -1.145 0.247 -0.6408
H -2.4497 -0.0201 0.3757 -0.009 -0.668 -0.006 0.1041
H 0.7439 1.1190 0.0344 1.898 -0.328 -0.618 -0.0708
H 0.7944 -0.9384 -0.1558 -0.076 -0.633 -0.013 -0.0762
```
Forces are in eV/Å.

Output
- E_LUMO: 3.963 eV
- ΔE to the lowest compared entry with this formula, charge and spin: 13.16 kcal per mole
- Maximum force: 0.062 hartree/bohr
- HOMO level: -3.54 eV
- HOMO-LUMO gap: 7.50 eV
- 2S+1: 1
- Charge: -1

---

Entry 3:
The following is a quantum chemistry calculation of a cluster of 2 separate species, CH3O3S in total in a non-equilibrium geometry, from the OMol25 dataset.

XYZ file:
```
8
Properties=species:S:1:pos:R:3:forces:R:3:lowdin_charge:R:1
S 2.3090 -0.1226 0.3246 -1.861 0.668 1.728 0.6582
O 1.7791 1.3841 -0.0941 4.918 0.474 0.405 -0.4684
O -0.7160 0.9923 -0.4447 0.152 -0.978 2.314 -0.1998
O 3.0220 -0.8033 -0.7789 0.230 -0.425 -1.308 -0.7150
C -0.5647 -0.0898 0.2283 -0.060 1.366 -4.269 -0.2423
H 0.8787 1.5091 -0.2106 -3.642 -0.170 -0.768 -0.1007
H -0.9229 -0.3010 1.1952 -0.099 0.327 1.727 0.0315
H -0.4978 -0.9179 -0.4503 0.363 -1.261 0.171 0.0364
```
Forces are in eV/Å.

Output
- E_LUMO (spin up / spin down): 4.134 / 4.134 eV
- ΔE to the lowest compared entry with this formula, charge and spin: 62.70 kcal per mole
- Maximum force: 0.096 hartree/bohr
- HOMO level (spin up / spin down): -1.92 / -1.92 eV
- HOMO-LUMO gap (spin up / spin down): 6.05 / 6.05 eV
- 2S+1: 1
- Charge: -1

---

Entry 4:
The following is a quantum chemistry calculation of a cluster of 2 separate species, CH3O4P in total in a non-equilibrium geometry, from the OMol25 dataset.

XYZ file:
```
9
Properties=species:S:1:pos:R:3:forces:R:3:lowdin_charge:R:1
P 0.4384 1.8106 -0.1844 0.364 0.996 0.048 0.1170
O -0.7630 -2.2049 -0.4602 0.140 -0.900 -0.459 -0.3016
O 0.3275 1.7733 -1.6588 -0.285 -0.706 -1.447 -0.4674
O -0.6034 2.6013 0.5317 -0.643 -0.220 0.771 -0.4727
O 1.8365 1.8629 0.3529 0.263 -0.747 0.632 -0.4798
C -0.4036 -1.1892 0.5246 -3.302 1.665 -1.518 -0.2503
H -0.0958 -2.2367 -1.1518 -0.095 0.477 0.171 0.0179
H -1.2867 -1.1613 1.1852 0.812 0.116 0.210 -0.0476
H 0.5503 -1.2560 0.8606 2.746 -0.680 1.591 -0.1155
```
Forces are in eV/Å.

Output
- E_LUMO (spin up / spin down): 6.935 / 6.935 eV
- ΔE to the lowest compared entry with this formula, charge and spin: 50.81 kcal per mole
- Maximum force: 0.078 hartree/bohr
- HOMO level (spin up / spin down): 2.42 / 2.42 eV
- HOMO-LUMO gap (spin up / spin down): 4.51 / 4.51 eV
- 2S+1: 1
- Charge: -2

---

Entry 5:
The following is a quantum chemistry calculation of the molecule CH3O4P in a non-equilibrium geometry, from the OMol25 dataset.

XYZ file:
```
9
Properties=species:S:1:pos:R:3:forces:R:3:lowdin_charge:R:1
P -0.0595 0.7438 0.7233 -0.234 0.017 -0.256 0.8653
O -1.3095 -1.5268 0.6072 -0.450 -0.146 0.301 -0.0004
O 0.6502 -0.7016 0.0016 -0.226 0.497 0.453 -0.1798
O -0.5612 1.3636 -0.7296 2.899 -1.179 0.582 -0.2057
O 1.3650 1.4543 0.7376 0.696 -0.040 -2.001 -0.2629
C -0.2316 -1.6704 0.0913 -1.141 0.154 -0.359 -0.4503
H -0.0138 -2.5732 -0.4354 0.855 -0.830 -0.312 0.1309
H -1.4397 1.6080 -0.7611 -3.011 0.738 -0.044 0.0116
H 1.6001 1.3023 -0.2350 0.612 0.789 1.638 0.0914
```
Forces are in eV/Å.

Output
- E_LUMO: 0.725 eV
- ΔE to the lowest compared entry with this formula, charge and spin: 9.88 kcal per mole
- Structure (SMILES): O=COP(O)O
- Maximum force: 0.062 hartree/bohr
- HOMO level: -10.06 eV
- HOMO-LUMO gap: 10.79 eV
- 2S+1: 1

---

Entry 6:
The following is a quantum chemistry calculation of a structure of composition CH3O4P in a non-equilibrium geometry, from the OMol25 dataset.

XYZ file:
```
9
Properties=species:S:1:pos:R:3:forces:R:3:lowdin_charge:R:1
P 0.7866 -1.3102 -1.2020 -1.169 0.090 0.287 0.5042
O 0.6987 -2.8444 -0.2960 1.323 1.821 -0.540 -0.1564
O 2.3341 -1.1918 -0.9753 0.533 -0.817 0.317 -0.1250
O 1.9013 -2.4811 0.3001 -0.840 -0.148 -0.249 -0.0111
O 0.3488 -1.3610 -2.5966 -0.072 -0.137 0.809 -0.2355
C 0.0789 -0.0170 -0.1376 -1.254 -1.267 -0.848 -0.1161
H -1.0003 0.0728 -0.0545 -0.225 -0.141 -0.990 0.0678
H 0.5175 0.8826 -0.4492 0.451 1.376 -0.847 0.0429
H 0.2999 -0.0707 0.8714 1.252 -0.777 2.062 0.0293
```
Forces are in eV/Å.

Output
- E_LUMO (spin up / spin down): -2.787 / -2.766 eV
- ΔE to the lowest compared entry with this formula, charge and spin: 155.12 kcal per mole
- Maximum force: 0.049 hartree/bohr
- HOMO level (spin up / spin down): -11.80 / -11.29 eV
- HOMO-LUMO gap (spin up / spin down): 9.02 / 8.52 eV
- 2S+1: 1

---

Entry 7:
The following is a quantum chemistry calculation of the molecule CH3O4P in a non-equilibrium geometry, from the OMol25 dataset.

XYZ file:
```
9
Properties=species:S:1:pos:R:3:forces:R:3:lowdin_charge:R:1
P -1.9488 -0.6806 -0.1149 1.742 0.012 -0.904 0.8988
O -0.7719 0.5102 -0.0864 -1.377 -0.097 0.796 -0.3451
O -2.9298 -0.2736 0.8476 -1.310 0.361 1.069 -0.4006
O 1.5391 -1.3492 0.9073 -0.810 0.000 -0.151 -0.1985
O 1.4044 0.0011 0.3548 0.693 1.704 0.725 -0.1552
C 0.4691 0.3343 -0.6549 -1.477 -2.216 -0.978 -0.2805
H 0.7672 1.3336 -0.9288 0.416 -0.070 -1.158 0.1448
H 0.3354 -0.5647 -1.3516 1.353 1.557 0.346 0.1476
H 1.1354 0.6890 1.0270 0.770 -1.252 0.256 0.1888
```
Forces are in eV/Å.

Output
- E_LUMO: -0.587 eV
- ΔE to the lowest compared entry with this formula, charge and spin: 149.08 kcal per mole
- Maximum force: 0.055 hartree/bohr
- HOMO level: -9.44 eV
- HOMO-LUMO gap: 8.85 eV
- 2S+1: 1

---

Entry 8:
The following is a quantum chemistry calculation of the molecule CH3O4P in a non-equilibrium geometry, from the OMol25 dataset.

XYZ file:
```
9
Properties=species:S:1:pos:R:3:forces:R:3:lowdin_charge:R:1
P -0.3865 -0.4474 0.6023 0.164 -0.145 1.955 0.7205
O 3.2622 -0.5977 -0.3379 -0.451 0.892 -0.678 0.0907
O -1.2487 0.4920 -0.3561 1.255 -3.501 -2.617 -0.1735
O -0.5659 -1.7646 -0.2649 0.153 0.415 -2.637 -0.2538
O 1.1273 0.0901 0.1283 1.058 -0.614 -0.611 -0.2255
C 2.2272 -0.7263 0.2384 0.599 -0.289 0.699 -0.4027
H -0.5992 -1.4007 -1.2223 -0.005 -1.337 1.627 0.1188
H 2.2328 -1.5394 0.9781 -1.104 0.062 0.188 0.1347
H -1.5235 1.2489 0.0127 -1.669 4.518 2.073 -0.0093
```
Forces are in eV/Å.

Output
- E_LUMO: 0.645 eV
- ΔE to the lowest compared entry with this formula, charge and spin: 13.72 kcal per mole
- Structure (SMILES): O=COP(O)O
- Maximum force: 0.102 hartree/bohr
- HOMO level: -10.14 eV
- HOMO-LUMO gap: 10.79 eV
- 2S+1: 1

---

Entry 9:
The following is a quantum chemistry calculation of a structure of composition CH3O4PS in a non-equilibrium geometry, from the OMol25 dataset.

XYZ file:
```
10
Properties=species:S:1:pos:R:3:forces:R:3:lowdin_charge:R:1
S -2.3027 0.5353 -0.3433 0.009 1.503 0.177 0.4853
P 1.6723 -0.1354 -0.3331 1.990 1.290 0.042 0.1510
O 1.6548 -1.5628 -0.7402 0.168 -0.247 -0.031 -0.3909
O -3.1422 -0.7581 -0.5213 0.040 -0.795 0.173 -0.8978
O 1.5010 0.9469 -1.3726 0.644 -0.762 0.713 -0.4092
O 2.1754 0.2330 1.0512 -0.454 -0.325 -1.216 -0.4244
C -0.6856 0.2198 0.4281 -0.854 2.212 1.196 -0.4928
H -0.1425 1.0746 0.9131 -1.121 0.001 -0.850 0.0525
H -0.6978 -0.4341 1.2359 -0.374 -1.820 1.216 0.0150
H -0.0327 -0.1192 -0.3178 -0.048 -1.056 -1.419 -0.0887
```
Forces are in eV/Å.

Output
- E_LUMO: 6.341 eV
- ΔE to the lowest compared entry with this formula, charge and spin: 59.03 kcal per mole
- Maximum force: 0.052 hartree/bohr
- HOMO level: 1.38 eV
- HOMO-LUMO gap: 4.96 eV
- 2S+1: 1
- Charge: -2

---

Entry 10:
The following is a quantum chemistry calculation of the ion CH3O4S with charge -1 in a non-equilibrium geometry, from the OMol25 dataset.

XYZ file:
```
9
Properties=species:S:1:pos:R:3:forces:R:3:lowdin_charge:R:1
S 0.3655 -0.5343 1.5311 -0.283 0.484 -0.094 0.6725
O 0.5655 1.1849 -0.8182 0.513 -0.067 0.245 -0.1236
O 1.5544 -0.6117 0.5823 -0.515 -0.277 0.218 -0.5159
O -0.9690 -0.3336 0.4218 1.258 1.203 -1.697 -0.4351
O 0.0817 -1.8233 2.1659 -0.057 -0.056 -0.402 -0.5153
C -0.6218 0.5596 -0.9059 -0.936 -1.765 2.069 -0.2845
H -0.6849 -0.1959 -1.6995 0.019 0.015 0.099 0.0978
H -1.4551 1.2632 -0.9598 0.041 -0.038 0.055 0.0946
H 1.1638 0.4910 -0.3178 -0.041 0.500 -0.494 0.0094
```
Forces are in eV/Å.

Output
- E_LUMO: 4.155 eV
- ΔE to the lowest compared entry with this formula, charge and spin: 24.44 kcal per mole
- Maximum force: 0.056 hartree/bohr
- HOMO level: -4.07 eV
- HOMO-LUMO gap: 8.23 eV
- 2S+1: 1
- Charge: -1

---

Entry 11:
The following is a quantum chemistry calculation of a cluster of 2 separate species, CH3O4S in total in a non-equilibrium geometry, from the OMol25 dataset.

XYZ file:
```
9
Properties=species:S:1:pos:R:3:forces:R:3:lowdin_charge:R:1
S 1.2155 0.1891 -0.1635 2.136 -1.822 2.690 0.6750
O -1.9094 0.5041 -1.1920 0.352 0.861 -1.791 -0.2398
O 2.5124 0.7143 0.3389 -1.417 0.142 -0.233 -0.4642
O 1.2552 -0.1440 -1.5645 -0.760 -0.004 -0.429 -0.3923
O -2.0862 -0.2479 -0.0601 -0.559 -2.048 2.577 -0.4420
C 0.3850 -0.8350 0.9737 -0.168 2.001 -2.481 -0.1423
H -1.2741 1.1332 -0.8629 0.498 0.954 -0.214 0.0044
H 0.6571 -0.5279 1.9891 -0.083 0.129 -0.271 0.0017
H -0.7554 -0.7860 0.5415 0.001 -0.213 0.151 -0.0004
```
Forces are in eV/Å.

Output
- E_LUMO (spin up / spin down): 2.559 / 2.599 eV
- ΔE to the lowest compared entry with this formula, charge and spin: 167.29 kcal per mole
- Maximum force: 0.076 hartree/bohr
- HOMO level (spin up / spin down): -2.87 / -2.98 eV
- HOMO-LUMO gap (spin up / spin down): 5.43 / 5.58 eV
- 2S+1: 1
- Charge: -1

---

Entry 12:
The following is a quantum chemistry calculation of a cluster of 2 separate species, CH3O5S in total in a non-equilibrium geometry, from the OMol25 dataset.

XYZ file:
```
10
Properties=species:S:1:pos:R:3:forces:R:3:lowdin_charge:R:1
S 1.1868 0.8628 1.1297 -1.492 -2.212 0.268 0.5698
O 2.2423 -0.1719 1.0890 -1.193 1.622 -0.217 -0.3796
O -1.4922 -0.6992 -2.2133 -0.631 -0.050 -0.287 -0.1293
O 1.3458 2.0657 0.3443 0.239 -0.414 0.447 -0.3468
O -0.5170 0.0859 -1.1575 0.761 1.607 -3.077 -0.1503
O 0.4597 0.9401 2.4048 0.952 0.360 -1.066 -0.3843
C -0.6966 -0.3778 -0.0272 3.377 -1.480 4.755 -0.2889
H -0.2446 -1.2732 0.4583 0.558 -0.257 -1.394 0.0681
H -0.7398 -1.1671 -2.5550 0.347 -0.611 -0.585 0.0110
H -1.5446 -0.2653 0.5270 -2.918 1.435 1.155 0.0303
```
Forces are in eV/Å.

Output
- E_LUMO (spin up / spin down): 3.372 / 3.354 eV
- ΔE to the lowest compared entry with this formula, charge and spin: 124.35 kcal per mole
- Maximum force: 0.117 hartree/bohr
- HOMO level (spin up / spin down): -3.98 / -3.82 eV
- HOMO-LUMO gap (spin up / spin down): 7.36 / 7.17 eV
- 2S+1: 1
- Charge: -1

---

| no. | DFT total energy (hartree) |
| --- | --- |
| 1 | -986.67313 |
| 2 | -663.85037 |
| 3 | -663.77143 |
| 4 | -682.16410 |
| 5 | -682.27852 |
| 6 | -682.04706 |
| 7 | -682.05669 |
| 8 | -682.27240 |
| 9 | -1080.42751 |
| 10 | -739.08643 |
| 11 | -738.85878 |
| 12 | -814.17426 |